1.
Molecular formula: C19H36O4PSTl
Method: DFT, ωB97M-V/def2-TZVPD

The calculation puts the HOMO energy (spin up / spin down) at -15.93 / -16.23 eV. The largest force on an atom comes out at 0.59 eV/Å. As for the net charge: +2. Its spin multiplicity is 1. As for the relative energy (zero: lowest compared OMol25 entry of this formula, charge and spin): 0.0 kcal/mol. The total energy comes out at -1957.92373 hartree.

The geometry in XYZ format:
```
62
Properties=species:S:1:pos:R:3:forces:R:3
Tl -0.757342 -0.073219 -0.563665 -0.1 0.0 0.1
S 2.263154 -0.194288 -1.954103 -0.4 0.1 0.4
P 0.113227 0.261080 3.537943 -0.5 -0.2 -0.1
O 2.497640 -0.230112 -0.504929 0.2 0.0 -0.1
O 1.423200 -1.348881 -2.281207 0.1 -0.1 -0.1
O -0.215947 0.083638 2.089289 0.2 0.0 0.0
O 1.506101 1.020843 -2.251377 0.1 0.0 -0.1
C 2.915512 -2.474955 3.945731 0.0 0.0 0.0
C 2.784746 0.343659 4.844795 -0.1 -0.1 0.0
C -2.146955 -0.504602 4.728605 0.0 0.0 0.1
C -0.992409 2.841696 3.295373 0.0 0.0 0.0
C 2.968779 -0.807460 5.822781 0.0 0.0 0.0
C 0.026791 1.989779 4.106586 0.1 0.1 0.1
C -0.005859 2.196564 5.650691 0.0 0.0 -0.1
C -2.031106 -2.993060 3.692096 0.0 0.0 0.0
C -2.304467 3.140391 4.011861 0.0 0.0 0.0
C -2.828251 -2.043668 2.807151 0.0 0.0 0.0
C -1.348150 2.624308 6.252639 0.0 0.0 0.0
C -2.997510 -0.661989 3.472832 0.0 0.0 0.0
C 2.186732 -0.037171 3.517921 0.5 0.0 0.0
C -2.044291 3.683282 5.410794 0.1 0.0 0.0
C 3.693793 -1.970664 5.156124 0.0 0.0 0.0
C 2.588171 -1.368824 2.944578 -0.1 0.0 0.1
C -0.635797 -2.429971 3.963465 0.0 0.0 0.0
C -0.688430 -1.009558 4.578260 0.1 0.0 0.0
C 3.759020 -0.235008 -2.839045 0.2 0.0 -0.2
H 1.013933 2.325732 3.766568 0.0 0.0 0.0
H -1.926958 -3.969195 3.218905 0.0 0.0 0.0
H -2.933329 2.246317 4.068927 0.0 0.0 0.0
H -0.494556 3.791617 3.089780 0.0 0.0 0.0
H -4.037067 -0.495556 3.757691 0.0 0.0 0.0
H 4.287433 -1.150666 -2.580299 0.0 0.0 0.0
H 4.696957 -1.652569 4.857358 0.0 0.0 0.0
H -1.411333 4.574078 5.339144 0.0 0.0 0.0
H 3.519544 -0.219813 -3.901463 0.0 0.0 0.0
H -1.152602 2.992395 7.260256 0.0 0.0 0.0
H 3.775601 0.729082 4.542879 0.0 0.0 0.0
H -1.173760 2.377773 2.324589 0.0 0.0 0.0
H -2.014759 1.768702 6.375927 0.0 0.1 0.1
H 3.498097 -1.109006 2.376941 0.0 0.0 0.0
H 3.825891 -2.784917 5.867696 0.0 0.0 0.0
H 4.341293 0.643342 -2.566595 0.0 0.0 0.0
H 2.276682 0.760713 2.773343 -0.2 0.0 0.0
H -2.296995 -1.936013 1.855196 0.0 0.0 0.0
H -2.176824 0.523250 5.081352 0.0 -0.1 -0.1
H 1.999635 -2.957700 4.283408 -0.1 0.0 0.0
H -0.089903 -3.086879 4.637530 0.0 0.0 0.0
H 0.720652 2.983515 5.865226 0.0 0.0 0.0
H 1.998142 -1.141197 6.205143 0.0 0.0 0.0
H 2.297906 1.206343 5.298061 0.0 0.0 0.0
H -2.756302 0.137661 2.765027 0.0 0.0 0.0
H -2.555404 -1.102455 5.547808 0.0 0.0 0.0
H 3.484013 -3.244249 3.421878 0.0 0.0 0.0
H -2.557699 -3.164755 4.633267 0.0 0.0 0.0
H 3.527618 -0.444566 6.685376 0.0 0.0 0.0
H -0.193144 -0.972818 5.550037 0.0 0.0 0.0
H -2.858460 3.864224 3.412917 0.0 0.0 0.0
H -2.973523 3.994937 5.885674 0.0 0.0 0.0
H -0.091917 -2.419287 3.015413 0.0 0.0 0.0
H 1.887914 -1.702006 2.175976 0.0 0.0 0.0
H -3.800121 -2.474565 2.571998 0.0 0.0 0.0
H 0.354252 1.307707 6.175823 0.0 0.0 0.0
```
Positions in Å, forces in eV/Å.

=====

2.
Molecular formula: C14H40BrN2O8
Method: DFT, ωB97M-V/def2-TZVPD

The calculation puts the HOMO energy at -6.17 eV. The largest force on an atom comes out at 1.74 eV/Å. As for the net charge: -1. Its spin multiplicity is 1. As for the relative energy (zero: lowest compared OMol25 entry of this formula, charge and spin): 0.0 kcal/mol. The total energy comes out at -3842.91202 hartree.

The geometry in XYZ format:
```
65
Properties=species:S:1:pos:R:3:forces:R:3
Br -7.479833 -26.393104 11.749427 -0.1 -0.2 -0.1
O -9.021171 -27.205760 14.626283 -0.1 0.0 0.1
O -8.377677 -23.028165 15.235018 -0.4 0.2 0.2
O -13.046990 -23.291151 10.920166 0.5 0.1 -0.5
O -7.962299 -25.865816 5.669520 0.2 0.2 -0.1
O -11.619794 -27.690407 8.859374 -0.3 -0.4 -0.3
O -10.242336 -24.656169 10.691239 -0.3 0.0 0.1
O -6.160466 -26.957351 8.648695 -0.2 -0.1 -0.4
O -5.837470 -27.137322 14.632141 -0.1 0.3 -0.1
N -8.776591 -29.587180 10.406876 0.1 0.5 -0.2
N -6.459805 -23.093992 12.109896 -0.2 -0.1 0.6
C -6.219152 -21.468828 13.967358 -0.1 0.4 0.1
C -10.363465 -30.500347 8.806191 0.2 0.5 -0.2
C -7.015140 -26.620756 6.425149 -0.6 -1.1 0.2
C -6.711385 -22.841929 13.543343 0.7 -0.1 -0.2
C -6.809243 -26.734230 15.575830 0.0 -0.5 0.8
C -11.304345 -24.833999 11.625023 0.6 0.0 -0.5
C -7.046836 -26.171420 7.865801 0.5 0.6 0.4
C -12.631000 -24.657034 10.948746 -1.2 -0.6 1.1
C -9.675932 -23.503134 15.567874 0.6 0.0 0.0
C -8.045349 -27.629441 15.572670 -0.1 0.5 -0.6
C -10.737601 -28.244289 9.822519 0.2 1.0 0.2
C -9.678780 -29.226511 9.310740 -1.0 -0.6 0.4
C -10.973847 -26.863641 7.917054 0.2 0.2 0.3
C -8.185920 -23.061504 13.835454 0.8 -0.3 -0.1
H -13.372863 -25.178979 11.580594 0.2 -0.1 0.0
H -9.487114 -25.154761 11.037571 0.3 0.1 -0.1
H -8.462031 -26.480592 5.130510 0.0 0.0 0.0
H -6.129157 -26.839299 13.753788 0.0 -0.1 0.0
H -9.843393 -23.331719 16.630089 0.0 0.1 0.0
H -10.404050 -26.088935 8.444048 0.1 0.0 -0.1
H -11.009837 -30.301889 7.949077 0.0 0.1 0.0
H -8.418557 -28.707301 10.776529 0.4 -0.1 0.2
H -6.138210 -23.577775 14.129618 -0.2 0.0 0.2
H -10.315495 -27.433422 7.252416 0.0 0.1 0.0
H -11.254479 -25.855638 12.015713 -0.1 0.0 0.1
H -11.730346 -26.368147 7.310121 -0.1 -0.1 0.0
H -8.764501 -22.284440 13.321930 -0.2 -0.1 0.0
H -8.060353 -26.241369 8.265641 -0.1 0.0 -0.2
H -10.228704 -27.410778 10.337664 0.1 -0.1 -0.2
H -6.177606 -21.422142 15.056697 0.0 0.1 0.0
H -5.450954 -23.113572 11.992435 0.0 0.1 -0.1
H -11.373512 -28.690842 10.592010 0.0 -0.3 -0.2
H -6.865166 -20.659075 13.611698 -0.2 -0.2 0.0
H -8.546621 -27.596680 16.542483 0.1 -0.1 0.0
H -6.352373 -26.848703 16.567386 0.2 0.1 -0.1
H -10.999321 -30.881564 9.608170 0.1 -0.3 0.0
H -7.094692 -25.680159 15.486031 -0.1 0.0 -0.2
H -8.568194 -26.976287 13.796045 -0.1 -0.1 -0.1
H -8.434713 -24.062062 13.457447 -0.3 0.1 -0.1
H -7.325643 -27.676481 6.432354 0.2 0.0 -0.1
H -6.544084 -26.977932 9.538239 0.2 0.0 0.2
H -6.016787 -26.598306 5.982768 0.0 0.3 0.1
H -9.599677 -31.222264 8.519895 -0.1 -0.2 0.1
H -7.723218 -28.651051 15.339412 0.0 0.0 0.2
H -6.748108 -24.066106 11.976401 0.0 0.2 -0.4
H -10.423017 -22.962701 14.980480 -0.2 -0.1 0.0
H -6.736059 -25.118638 7.923475 -0.2 0.0 0.0
H -13.832008 -23.222533 10.371796 0.0 0.0 0.0
H -9.709140 -24.582097 15.381182 -0.3 0.0 -0.1
H -9.108498 -28.763614 8.504289 0.2 0.0 0.1
H -11.197754 -24.128302 12.456384 -0.1 0.0 0.0
H -9.312520 -29.984875 11.174330 -0.1 -0.1 -0.1
H -12.668901 -25.202455 10.001328 0.3 0.5 -0.3
H -5.230990 -21.219446 13.571385 0.1 -0.3 0.0
```
Positions in Å, forces in eV/Å.

=====

3.
Molecular formula: C13H16BBr2F2N3OZr
Method: DFT, ωB97M-V/def2-TZVPD

The calculation puts the HOMO energy at -14.25 eV. The largest force on an atom comes out at 0.94 eV/Å. As for the net charge: +2. Its spin multiplicity is 1. The total energy comes out at -6163.72988 hartree.

The geometry in XYZ format:
```
39
Properties=species:S:1:pos:R:3:forces:R:3
Zr -0.348177 -0.630046 -0.301170 -0.4 0.3 -0.4
Br -1.624316 6.811920 0.459634 0.0 0.0 0.0
Br -3.197459 1.478260 -0.274789 0.1 0.1 -0.1
F -1.794627 -1.446774 -1.266247 0.5 0.2 0.3
F -3.173028 -0.520406 1.817133 0.2 0.2 0.4
O -0.235461 1.144955 -1.064101 -0.2 -0.5 0.8
N 1.795786 2.834058 -0.402931 -0.1 0.0 0.0
N 0.198807 -2.927672 -0.042283 0.0 0.1 -0.2
N 1.862456 -0.295897 0.384586 0.0 0.1 -0.4
C 2.568407 5.064361 0.052985 0.0 -0.1 0.0
C -2.152929 4.104501 -0.006793 0.1 0.0 0.0
C -1.808449 2.782019 -0.347972 -0.1 0.3 0.1
C -1.159181 5.037091 0.083993 0.0 -0.1 0.0
C 2.767700 3.688897 -0.193165 0.0 0.1 0.0
C 1.296448 5.543475 0.132725 0.0 0.0 0.0
C 0.207297 4.657295 -0.059791 0.0 0.1 0.0
C 0.524256 3.320720 -0.371808 0.1 -0.1 -0.1
C 2.692008 -0.361848 -0.876991 0.0 -0.2 0.0
C 1.215587 -2.082856 -2.201408 0.2 0.0 0.3
C -0.527037 2.398089 -0.625381 0.0 -0.1 0.0
C 0.507427 -3.240808 -1.485739 0.1 0.0 -0.1
C 2.589284 -1.703472 -1.590238 0.0 0.0 -0.1
B -2.178418 0.014289 1.244724 -0.4 -0.5 -0.6
H -3.185038 4.376434 0.161382 0.0 0.0 0.0
H 1.104287 6.584659 0.350618 0.0 0.0 0.0
H 3.732061 -0.167926 -0.618556 0.0 0.0 0.0
H 3.422947 5.710041 0.195997 0.0 0.0 0.0
H -0.426870 -3.478736 -1.986811 0.0 0.0 0.0
H 0.567855 -1.191053 -2.361818 0.1 -0.1 -0.1
H 1.354449 -2.407170 -3.232822 0.0 0.0 0.0
H 2.354345 0.457274 -1.512309 0.0 0.0 0.0
H 1.156788 -4.113294 -1.538259 -0.1 0.0 0.0
H -0.618719 -3.472137 0.227696 0.0 0.0 0.0
H 3.325679 -1.672200 -2.392933 0.0 0.0 0.0
H 2.319653 -0.850457 1.104089 -0.1 0.0 0.1
H 3.777362 3.292868 -0.208152 0.0 0.0 0.0
H 0.956192 -3.263196 0.545380 0.0 0.1 0.1
H 2.921688 -2.505057 -0.923228 0.0 0.0 0.0
H 1.922639 0.688302 0.673052 0.0 0.0 0.0
```
Positions in Å, forces in eV/Å.

=====

4.
Molecular formula: C29H44CdN6O9S2Si
Method: DFT, ωB97M-V/def2-TZVPD

The calculation puts the HOMO energy at -2.77 eV. The largest force on an atom comes out at 1.18 eV/Å. As for the net charge: -2. Its spin multiplicity is 1. As for the relative energy (zero: lowest compared OMol25 entry of this formula, charge and spin): 35.9 kcal/mol. The total energy comes out at -3391.15252 hartree.

The geometry in XYZ format:
```
92
Properties=species:S:1:pos:R:3:forces:R:3
Cd 0.004780 -0.052784 -0.067750 -0.3 -0.6 -0.9
S 2.791076 -1.869065 3.618663 0.0 0.0 0.1
S 0.966708 2.601533 1.091422 -0.2 1.1 0.3
Si 2.993494 0.115714 -2.263657 0.1 -0.2 0.0
O 3.963496 -0.780539 -1.269977 0.1 0.0 0.0
O 0.246282 2.148717 -0.147333 0.4 0.1 0.4
O 0.400150 2.022225 2.289391 -0.2 -0.3 0.1
O 1.010368 4.061326 1.129387 0.2 0.0 -0.3
O -0.730861 -3.954107 -1.622614 -0.1 0.0 0.0
O 3.654657 1.647732 -2.164582 -0.1 0.3 -0.1
O 1.489431 -0.078693 -1.879225 -0.1 0.1 0.1
O -1.955834 -3.846310 1.131964 0.1 0.0 0.1
O 3.379225 -0.275885 -3.851137 -0.1 -0.2 -0.1
N -1.019575 -2.151399 -0.161590 0.1 -0.1 0.1
N -2.983516 1.925872 -0.285010 0.1 0.4 -0.1
N -1.740557 -0.456682 1.835939 0.2 -0.2 0.3
N 1.389105 -0.868337 1.404420 0.4 -0.2 0.5
N -2.029959 4.126728 -0.993023 0.0 -0.2 0.1
N -1.309259 -0.497957 -2.216828 0.0 -0.1 -0.3
C -1.620495 5.073027 0.058843 -0.1 -0.1 -0.1
C -0.927138 -2.779579 -1.353759 -0.2 0.2 0.0
C 2.661915 2.049443 1.020118 -0.1 -0.1 0.0
C 4.356141 -1.965179 -5.213488 0.1 0.1 0.1
C -1.152756 -1.791807 -2.508547 -0.1 0.1 0.1
C 3.338325 2.814976 -2.919846 0.0 -0.1 -0.2
C -1.549565 0.353240 -3.210109 0.0 0.0 0.2
C -1.324837 4.127563 -2.277661 -0.1 -0.1 0.1
C 3.719973 4.020109 -2.067367 -0.1 0.0 0.2
C 1.845218 2.880262 -3.251598 0.1 -0.3 0.0
C -1.479046 -2.727338 0.970568 0.0 0.0 -0.3
C 6.228193 -0.188994 -2.035208 -0.2 0.0 -0.1
C -1.534334 -1.746974 2.134376 -0.2 0.1 -0.2
C 5.569953 -0.167870 0.378931 -0.2 0.0 0.0
C -2.510956 2.936958 -0.600150 -0.1 0.1 0.0
C -1.262429 -2.275753 -3.804951 0.1 -0.1 -0.1
C 3.059839 -1.449668 -4.588449 0.0 -0.1 0.0
C 4.161643 2.816440 -4.215527 0.1 -0.2 0.1
C -1.641958 -0.035912 -4.534984 0.0 -0.1 -0.1
C 2.078600 -1.052949 -5.689612 -0.1 0.1 0.1
C -1.554644 -1.304815 4.470381 0.0 0.0 0.0
C 5.700844 -2.330454 -0.868409 -0.2 -0.1 0.0
C 1.958757 -1.284606 2.331845 0.0 0.0 -0.1
C -1.794185 0.027596 4.172852 -0.1 0.0 0.1
C -1.497825 -1.383755 -4.835554 0.0 0.0 0.1
C -1.908411 0.398495 2.843182 0.0 -0.1 -0.1
C 2.451149 -2.551050 -3.720121 0.0 0.1 0.3
C -1.468032 -2.218046 3.433441 0.1 0.0 0.2
C 5.343811 -0.850034 -0.969761 0.2 0.1 0.0
H 7.282984 -0.325944 -1.775927 -0.1 0.0 0.0
H 3.742535 4.926754 -2.681642 0.0 0.0 0.0
H 5.094029 -2.802925 -0.089479 0.1 0.0 -0.1
H -2.028180 3.916654 -3.084833 0.0 0.0 0.0
H 4.934334 -0.632911 1.140014 0.1 0.0 -0.1
H -1.436148 -1.627899 5.498404 0.0 0.0 0.0
H 1.874543 -1.897366 -6.358428 0.0 0.1 0.1
H 6.004305 0.878634 -2.096324 0.0 -0.1 0.0
H 2.845486 1.511981 1.948766 0.0 0.0 -0.1
H 4.854585 -1.162570 -5.767224 -0.1 -0.1 0.0
H -2.137723 1.418939 2.564459 0.2 0.0 0.0
H 6.619020 -0.242570 0.685250 -0.1 0.0 0.0
H 3.793973 3.580837 -4.909358 0.1 0.0 0.1
H -2.460219 5.717636 0.330224 0.0 0.0 0.0
H -0.903019 5.115428 -2.443344 0.0 0.1 0.0
H 6.762074 -2.461582 -0.632219 -0.1 0.0 0.0
H 4.710203 3.861493 -1.629785 -0.1 0.0 0.0
H 4.152229 -2.800009 -5.893602 0.0 0.1 0.1
H 2.492305 -0.222090 -6.272229 0.0 -0.1 0.0
H -1.321151 -3.275101 3.603867 0.0 0.0 0.0
H 1.269342 2.652346 -2.351826 0.1 0.0 0.0
H -1.137058 -3.337837 -3.968227 0.0 0.0 0.0
H 1.588329 2.127365 -4.009433 0.0 0.1 0.1
H 2.237161 -3.441866 -4.319703 0.0 0.1 0.1
H -1.812613 0.700721 -5.310345 0.0 0.0 0.0
H -1.696235 1.388629 -2.919188 0.1 -0.1 0.0
H 4.081186 1.831117 -4.678192 0.0 0.1 -0.1
H 3.138957 -2.813654 -2.907546 -0.1 0.0 -0.2
H -1.241188 4.556579 0.936155 0.0 0.0 0.0
H 5.286947 0.886982 0.299111 0.1 -0.1 0.0
H 6.037704 -0.631943 -3.018667 0.0 0.1 0.1
H -1.874762 0.774808 4.952020 0.0 0.0 0.0
H 5.218009 3.009552 -3.994331 -0.1 0.0 0.0
H 1.532681 -2.196533 -3.249601 0.0 -0.1 -0.1
H 2.805519 1.390709 0.169635 0.0 0.0 0.0
H 1.585842 3.879066 -3.619505 0.0 -0.1 0.0
H 5.483858 -2.826930 -1.820593 0.1 0.0 0.1
H 5.031246 -2.309945 -4.422882 0.0 0.0 -0.1
H -0.518334 3.394172 -2.298487 -0.1 0.1 0.1
H -0.804722 5.689490 -0.314267 0.0 -0.1 0.0
H -1.560715 -1.729236 -5.860848 0.0 0.0 0.0
H 2.993754 4.164206 -1.260412 0.1 0.0 0.0
H 3.292654 2.931588 0.942030 0.0 0.0 -0.1
H 1.143424 -0.723000 -5.229351 0.1 0.0 -0.1
```
Positions in Å, forces in eV/Å.